Entry 1:
DFT (ωB97M-V with the def2-TZVPD basis set) results for C29H20IIrNPS2 as an isolated structure.

Calculated values
2S+1: 2
energy above the lowest of the compared OMol25 structures with the same formula, charge and spin: 42.15 kJ/mol
energy: -2710.6143 Eh
net charge: +3
HOMO-LUMO gap (alpha / beta): 0.2064 / 0.1663 hartree

CARTESIAN COORDINATES (ANGSTROEM)
Ir  0.49  1.04  -0.23
I  -2.02  1.20  0.50
S  2.89  4.74  -0.38
S  2.72  1.64  -0.09
P  0.34  -1.22  0.20
N  0.80  3.19  -0.55
C  -3.02  -4.15  -0.36
C  -2.87  -0.68  0.93
C  2.28  -2.95  3.91
C  2.01  -1.12  2.38
C  2.61  -1.66  3.50
C  -4.06  -0.58  1.60
C  -1.13  -2.11  -0.27
C  -4.90  -1.70  1.70
C  1.34  -3.70  3.21
C  -1.02  4.76  -1.08
C  2.14  3.20  -0.33
C  3.00  0.17  -3.18
C  0.83  -0.05  -2.14
C  0.32  4.41  -0.79
C  -2.41  -1.88  0.34
C  1.03  6.76  -0.93
C  -1.85  -4.29  -1.04
C  1.41  -0.98  -1.20
C  1.34  5.43  -0.73
C  -0.29  7.07  -1.21
C  -1.31  6.08  -1.28
C  3.55  -0.75  -2.24
C  0.73  -3.17  2.09
C  1.69  0.52  -3.14
C  -3.33  -2.97  0.35
C  -0.88  -3.28  -0.95
C  -4.56  -2.85  1.05
C  1.07  -1.88  1.66
C  2.79  -1.28  -1.24
H  -4.39  0.36  2.02
H  -0.57  8.11  -1.37
H  4.59  -1.04  -2.34
H  1.26  1.16  -3.89
H  -2.32  6.38  -1.51
H  3.22  -1.96  -0.51
H  2.75  -3.36  4.79
H  1.09  -4.69  3.55
H  -5.83  -1.63  2.24
H  0.10  -3.46  -1.39
H  -5.23  -3.70  1.05
H  -0.01  -3.75  1.55
H  2.24  -0.11  2.08
H  3.33  -1.08  4.06
H  1.79  7.53  -0.89
H  -1.63  -5.19  -1.61
H  -3.75  -4.96  -0.36
H  -0.23  -0.14  -2.38
H  -1.78  3.99  -1.16
H  3.64  0.56  -3.97

=====

Entry 2:
DFT (ωB97M-V with the def2-TZVPD basis set) results for C29H20IIrO2PS as an isolated structure.

Calculated values
2S+1: 6
energy above the lowest of the compared OMol25 structures with the same formula, charge and spin: 18.49 kJ/mol
energy: -2408.4913 Eh
net charge: +2
HOMO-LUMO gap (alpha / beta): 0.2394 / 0.1714 hartree

CARTESIAN COORDINATES (ANGSTROEM)
Ir  1.00  0.97  -0.02
I  2.32  -0.58  1.93
S  2.41  1.92  -1.65
P  -0.26  -0.94  -0.38
O  1.34  3.90  2.16
O  0.27  2.67  0.63
C  1.18  3.58  1.02
C  -2.84  -2.22  3.22
C  -0.70  -1.21  2.51
C  2.53  3.58  -1.23
C  0.72  -2.28  -1.06
C  2.35  -4.24  -2.17
C  -3.92  -0.21  -3.01
C  -1.69  -1.46  3.52
C  0.95  -3.48  -0.37
C  -3.05  -2.74  1.95
C  -2.41  0.50  -1.27
C  0.62  -0.11  4.28
C  -2.16  -2.41  0.95
C  -1.69  -0.68  -1.44
C  -0.40  -0.26  5.19
C  2.13  -3.05  -2.85
C  3.51  5.68  -1.97
C  -2.07  -1.62  -2.40
C  2.22  5.58  0.08
C  -1.54  -0.97  4.82
C  0.51  -0.61  2.97
C  -3.19  -1.37  -3.18
C  1.98  4.24  -0.09
C  1.33  -2.07  -2.30
C  1.76  -4.45  -0.93
C  2.97  6.31  -0.86
C  -3.53  0.73  -2.05
C  3.31  4.33  -2.15
C  -1.02  -1.61  1.18
H  -3.91  -3.35  1.74
H  -4.10  1.64  -1.93
H  -1.50  -2.53  -2.55
H  1.54  0.38  4.58
H  -3.55  -2.41  4.02
H  3.74  3.82  -3.00
H  1.16  -1.14  -2.83
H  0.50  -3.65  0.60
H  1.93  -5.38  -0.40
H  -2.36  -2.75  -0.05
H  -2.10  1.23  -0.54
H  3.13  7.37  -0.70
H  -0.30  0.14  6.19
H  -2.33  -1.14  5.54
H  2.60  -2.88  -3.81
H  1.84  6.07  0.96
H  -4.79  -0.02  -3.62
H  2.98  -5.00  -2.60
H  4.09  6.24  -2.69
H  -3.49  -2.09  -3.94